60
Properties=species:S:1:pos:R:3:lowdin_charge:R:1 method="wB97M-V/def2-TZVPD" max_force_ev_per_a=3.19 charge=-1 energy_ha=-4658.7986 homo_lumo_gap_ev=5.6
C -1.9454 -2.1199 -2.4895 -0.10
C -2.4461 -2.8057 -1.1782 -0.13
B -2.2030 -2.0189 0.1862 -0.49
O -3.2220 -2.1734 1.1657 0.11
N -0.9483 -1.2301 0.5114 0.20
B -0.2180 -2.1878 1.4037 -0.51
O -0.6927 -2.6698 2.6292 0.14
C 1.2121 -2.7625 0.9088 -0.13
C 1.3452 -2.8451 -0.6486 -0.10
C -1.2622 0.0682 1.1195 -0.34
O -1.7321 0.0471 2.4545 0.01
N -2.5009 0.5520 0.3500 0.14
C -3.3306 1.0384 1.0739 -0.72
S -4.1741 2.1680 1.8281 0.72
C -0.1758 1.2345 0.8305 -0.29
C 0.1223 2.0614 2.1564 -0.06
C 1.0698 1.3792 3.1963 -0.09
C 2.3574 2.1984 3.5033 -0.19
F 2.8259 3.1655 2.7069 0.10
C 2.9628 1.9257 4.6467 -0.31
F 3.8720 2.7036 5.2288 0.13
F 2.6410 0.8213 5.3326 0.11
C 1.1879 0.7108 0.3358 -0.10
O 2.1815 1.7631 0.3298 -0.16
O 3.2141 1.3984 -0.5127 -0.02
O -0.7479 2.2510 0.0194 -0.08
C -0.2940 2.2903 -1.3213 -0.17
C -0.7317 1.0727 -2.2122 -0.17
C -0.1452 1.1473 -3.6454 -0.22
C 1.3756 1.0212 -3.6852 -0.49
O 2.1230 1.9457 -3.5435 0.09
O 1.9051 -0.2612 -3.8755 0.05
H -2.0896 -2.8061 -3.3483 0.08
H -0.8525 -1.9530 -2.3925 0.05
H -2.4199 -1.1331 -2.6278 0.07
H -3.5349 -3.0396 -1.2511 0.10
H -1.9529 -3.8085 -1.0620 0.11
H -3.9676 -1.6147 0.8932 0.10
H -0.7847 -3.6337 2.6148 0.12
H 1.2912 -3.8108 1.2888 0.10
H 2.0672 -2.1813 1.3137 0.10
H 1.4721 -1.8693 -1.1523 0.06
H 0.4871 -3.3499 -1.1440 0.07
H 2.2334 -3.4816 -0.8677 0.08
H -1.0389 -0.0751 3.1193 0.11
H -0.8196 2.3667 2.6558 0.12
H 0.5967 3.0120 1.8329 0.13
H 0.5270 1.3973 4.1719 0.12
H 1.2866 0.3040 3.0267 0.12
H 1.1898 0.2837 -0.6849 0.11
H 1.6301 -0.0874 0.9778 0.12
H 2.9659 1.6385 -1.4320 0.08
H -0.8125 3.1532 -1.8030 0.15
H 0.7838 2.5418 -1.4588 0.12
H -0.5594 0.1209 -1.6721 0.07
H -1.8373 1.1792 -2.3087 0.12
H -0.5881 0.3108 -4.2311 0.11
H -0.5491 2.1045 -4.1548 -0.14
H 2.5329 -0.3990 -3.1466 0.09
Br -0.8821 2.9413 -5.9626 -0.41